DFT (ωB97M-V/def2-TZVPD) results for a 7-piece molecular cluster, C23H62NO9P overall at a distorted geometry.

Summary:
orbital gap	9.335	eV
energy above the lowest of the compared OMol25 structures with the same formula, charge and spin	38.24	kJ/mol
E_HOMO	-8.9	eV
total energy	-1986.7636	a.u.
F_max	0.039	Eh/bohr
structure (SMILES)	C[C@@H](O)CNCCOPO.CC(C)O.CC(C)O.CC(C)O.CC(C)O.CC(C)O.CC(C)O
molar mass	527.72	g mol⁻¹

```
! wB97M-V def2-TZVPD RIJCOSX def2/J DEFGRID3
* xyz 0 1
C 1.297 3.561 3.008
C 1.327 3.646 1.480
O 1.285 5.004 1.096
C 2.581 2.931 0.950
N 3.085 3.563 -0.278
C 3.834 2.625 -1.135
C 5.048 2.017 -0.445
O 6.233 2.755 -0.801
P 6.501 4.136 0.050
O 5.607 5.218 -0.799
H 0.637 4.345 3.363
H 2.289 3.792 3.377
H 0.962 2.596 3.366
H 0.457 3.139 1.073
H 1.937 5.511 1.602
H 3.367 2.993 1.697
H 2.373 1.865 0.824
H 2.260 3.818 -0.811
H 3.201 1.863 -1.589
H 4.230 3.204 -1.960
H 4.949 2.022 0.634
H 5.148 0.982 -0.745
H 5.733 3.962 1.245
H 4.701 5.237 -0.431
C -4.410 3.539 1.305
C -2.896 3.557 1.185
C -2.411 4.643 0.239
O -2.424 2.284 0.732
H -4.872 3.337 0.336
H -4.729 2.749 1.983
H -4.793 4.490 1.677
H -2.452 3.709 2.169
H -2.807 4.485 -0.768
H -1.323 4.617 0.173
H -2.717 5.633 0.578
H -2.791 2.127 -0.145
C -2.025 -1.452 -1.841
C -0.690 -1.190 -1.161
C -0.832 -1.199 0.350
O -0.153 0.064 -1.594
H -2.747 -0.674 -1.576
H -1.912 -1.439 -2.926
H -2.436 -2.418 -1.543
H 0.031 -1.948 -1.470
H -1.517 -0.411 0.676
H 0.133 -1.003 0.822
H -1.212 -2.156 0.711
H -0.770 0.754 -1.324
C -3.190 -5.652 3.428
C -2.830 -5.044 2.081
C -1.555 -5.645 1.517
O -2.691 -3.626 2.203
H -2.398 -5.459 4.157
H -4.107 -5.207 3.818
H -3.332 -6.730 3.350
H -3.650 -5.205 1.379
H -0.713 -5.453 2.192
H -1.315 -5.198 0.558
H -1.652 -6.721 1.381
H -1.969 -3.453 2.819
C -2.150 -6.287 -3.558
C -2.278 -7.164 -2.322
C -3.359 -8.219 -2.498
O -2.556 -6.359 -1.175
H -3.087 -5.755 -3.747
H -1.372 -5.536 -3.415
H -1.906 -6.878 -4.441
H -1.323 -7.651 -2.121
H -4.332 -7.745 -2.655
H -3.439 -8.838 -1.604
H -3.149 -8.865 -3.351
H -3.399 -5.915 -1.328
C -8.044 0.322 -0.515
C -6.971 0.979 0.339
C -6.525 0.069 1.473
O -7.461 2.213 0.868
H -8.930 0.105 0.087
H -8.354 0.989 -1.321
H -7.687 -0.611 -0.953
H -6.111 1.232 -0.284
H -7.368 -0.157 2.133
H -5.760 0.555 2.077
H -6.121 -0.871 1.095
H -8.221 2.008 1.423
C 10.208 1.172 -0.975
C 10.648 2.392 -1.772
C 10.415 3.674 -0.989
O 9.949 2.442 -3.014
H 9.138 1.230 -0.756
H 10.376 0.260 -1.548
H 10.751 1.097 -0.032
H 11.706 2.300 -2.024
H 9.351 3.794 -0.774
H 10.730 4.542 -1.569
H 10.961 3.671 -0.044
H 9.008 2.524 -2.815
*
```

Just the Löwdin charges please, in e? Sure, here they are: number 1, C, carries -0.0390; number 2, C, carries -0.4245; number 3, O, carries -0.0445; number 4, C, carries -0.1898; number 5, N, carries -0.0618; number 6, C, carries -0.2012; number 7, C, carries -0.2526; number 8, O, carries -0.4127; number 9, P, carries 0.8248; number 10, O, carries -0.3447; number 11, H, carries 0.0792; number 12, H, carries 0.0744; number 13, H, carries 0.0829; number 14, H, carries 0.1265; number 15, H, carries 0.1030; number 16, H, carries 0.0911; number 17, H, carries 0.1278; number 18, H, carries 0.1123; number 19, H, carries 0.1162; number 20, H, carries 0.1128; number 21, H, carries 0.0807; number 22, H, carries 0.1167; number 23, H, carries -0.0461; number 24, H, carries 0.0252; number 25, C, carries -0.0555; number 26, C, carries -0.4895; number 27, C, carries -0.0505; number 28, O, carries -0.0709; number 29, H, carries 0.0763; number 30, H, carries 0.0698; number 31, H, carries 0.0869; number 32, H, carries 0.1366; number 33, H, carries 0.0843; number 34, H, carries 0.0613; number 35, H, carries 0.0845; number 36, H, carries 0.0779; number 37, C, carries -0.0553; number 38, C, carries -0.4910; number 39, C, carries -0.0515; number 40, O, carries -0.0612; number 41, H, carries 0.0744; number 42, H, carries 0.0784; number 43, H, carries 0.0753; number 44, H, carries 0.1367; number 45, H, carries 0.0740; number 46, H, carries 0.0790; number 47, H, carries 0.0585; number 48, H, carries 0.0703; number 49, C, carries -0.0624; number 50, C, carries -0.4957; number 51, C, carries -0.0743; number 52, O, carries -0.0653; number 53, H, carries 0.0803; number 54, H, carries 0.0775; number 55, H, carries 0.0800; number 56, H, carries 0.1310; number 57, H, carries 0.0839; number 58, H, carries 0.0615; number 59, H, carries 0.0786; number 60, H, carries 0.0851; number 61, C, carries -0.0607; number 62, C, carries -0.4891; number 63, C, carries -0.0622; number 64, O, carries -0.0720; number 65, H, carries 0.0811; number 66, H, carries 0.0775; number 67, H, carries 0.0799; number 68, H, carries 0.1396; number 69, H, carries 0.0810; number 70, H, carries 0.0786; number 71, H, carries 0.0800; number 72, H, carries 0.0912; number 73, C, carries -0.0634; number 74, C, carries -0.5048; number 75, C, carries -0.0559; number 76, O, carries -0.0615; number 77, H, carries 0.0808; number 78, H, carries 0.0791; number 79, H, carries 0.0793; number 80, H, carries 0.1266; number 81, H, carries 0.0826; number 82, H, carries 0.0675; number 83, H, carries 0.0813; number 84, H, carries 0.0876; number 85, C, carries -0.0634; number 86, C, carries -0.5000; number 87, C, carries -0.0671; number 88, O, carries -0.0556; number 89, H, carries 0.0720; number 90, H, carries 0.0771; number 91, H, carries 0.0776; number 92, H, carries 0.1340; number 93, H, carries 0.0244; number 94, H, carries 0.0796; number 95, H, carries 0.0793; number 96, H, carries 0.0824


DFT (ωB97M-V/def2-TZVPD) results for a 13-piece molecular cluster, C23H62O13 overall at a distorted geometry.

Summary:
orbital gap	9.313	eV
energy above the lowest of the compared OMol25 structures with the same formula, charge and spin	0.00	kJ/mol
E_HOMO	-9.1	eV
total energy	-1891.4926	a.u.
F_max	0.038	Eh/bohr
molar mass	546.74	g mol⁻¹

```
! wB97M-V def2-TZVPD RIJCOSX def2/J DEFGRID3
* xyz 0 1
C -14.866 7.721 -16.316
C -14.486 8.785 -15.356
O -13.869 8.537 -14.340
C -15.056 10.161 -15.615
H -14.536 7.949 -17.331
H -15.963 7.721 -16.351
H -14.572 6.727 -15.989
H -15.323 10.602 -14.655
H -15.889 10.008 -16.296
H -14.284 10.845 -15.973
C -18.081 4.829 -13.593
C -17.372 5.667 -12.543
O -18.002 6.090 -11.602
C -15.882 5.803 -12.658
H -17.513 3.895 -13.675
H -18.134 5.248 -14.596
H -19.053 4.572 -13.178
H -15.568 6.470 -11.854
H -15.593 6.240 -13.612
H -15.411 4.837 -12.478
C -18.571 5.456 -17.923
C -18.632 5.794 -19.406
O -18.325 6.918 -19.774
C -19.102 4.743 -20.368
H -17.870 4.704 -17.578
H -19.612 5.212 -17.677
H -18.431 6.383 -17.361
H -18.744 5.084 -21.343
H -20.189 4.707 -20.422
H -18.584 3.817 -20.114
C -20.611 5.066 -27.179
C -19.552 5.445 -26.134
O -18.395 5.470 -26.458
C -20.032 5.663 -24.722
H -20.116 5.194 -28.141
H -21.534 5.647 -27.182
H -20.894 4.016 -27.082
H -21.005 5.177 -24.618
H -20.152 6.728 -24.527
H -19.385 5.173 -23.994
C -22.370 2.923 -22.738
C -23.766 3.108 -22.159
O -23.935 3.883 -21.245
C -24.875 2.219 -22.666
H -22.017 1.907 -22.577
H -21.733 3.636 -22.217
H -22.355 3.200 -23.793
H -25.818 2.460 -22.179
H -24.639 1.170 -22.482
H -24.980 2.341 -23.745
C -19.280 9.585 -21.158
O -20.150 8.470 -21.125
H -19.639 10.297 -21.898
H -19.288 10.090 -20.188
H -18.288 9.222 -21.439
H -19.988 7.773 -20.486
C -22.941 2.733 -18.287
O -21.706 3.409 -18.269
H -23.802 3.400 -18.365
H -23.067 2.023 -19.114
H -23.029 2.134 -17.379
H -21.829 4.274 -18.717
C -19.102 1.280 -23.298
O -18.805 2.601 -22.892
H -20.017 0.961 -22.795
H -19.330 1.288 -24.368
H -18.233 0.631 -23.191
H -18.184 2.678 -22.167
C -22.975 6.982 -19.862
O -22.626 5.635 -19.647
H -22.897 7.286 -20.913
H -24.005 7.178 -19.544
H -22.360 7.736 -19.368
H -23.174 5.092 -20.261
C -16.173 1.588 -20.281
O -17.595 1.501 -20.136
H -15.735 2.055 -19.394
H -15.757 0.596 -20.439
H -15.967 2.292 -21.085
H -17.801 0.819 -19.492
C -19.746 1.511 -16.236
O -20.046 2.867 -16.109
H -20.491 0.826 -15.810
H -19.600 1.185 -17.276
H -18.803 1.312 -15.721
H -20.727 3.126 -16.759
C -19.359 9.600 -16.802
O -18.439 8.723 -16.149
H -19.495 10.514 -16.220
H -18.878 9.878 -17.737
H -20.332 9.137 -16.967
H -18.538 8.802 -15.196
C -14.943 6.148 -20.502
O -15.477 7.041 -19.544
H -15.494 6.222 -21.448
H -13.940 6.463 -20.804
H -14.884 5.134 -20.094
H -16.441 7.032 -19.631
*
```

Just the Löwdin charges please, in e? Sure, here they are: number 1, C, carries -0.0303; number 2, C, carries -0.5098; number 3, O, carries 0.0485; number 4, C, carries -0.0151; number 5, H, carries 0.0811; number 6, H, carries 0.0726; number 7, H, carries 0.0821; number 8, H, carries 0.0858; number 9, H, carries 0.0644; number 10, H, carries 0.0873; number 11, C, carries -0.0186; number 12, C, carries -0.5055; number 13, O, carries 0.0630; number 14, C, carries -0.0153; number 15, H, carries 0.0824; number 16, H, carries 0.0708; number 17, H, carries 0.0818; number 18, H, carries 0.0871; number 19, H, carries 0.0664; number 20, H, carries 0.0890; number 21, C, carries 0.0160; number 22, C, carries -0.4336; number 23, O, carries 0.0181; number 24, C, carries 0.0139; number 25, H, carries 0.0918; number 26, H, carries 0.0828; number 27, H, carries 0.0661; number 28, H, carries 0.0870; number 29, H, carries 0.0765; number 30, H, carries 0.0746; number 31, C, carries -0.0289; number 32, C, carries -0.4929; number 33, O, carries 0.0754; number 34, C, carries -0.0110; number 35, H, carries 0.0762; number 36, H, carries 0.0753; number 37, H, carries 0.0791; number 38, H, carries 0.0586; number 39, H, carries 0.0933; number 40, H, carries 0.0696; number 41, C, carries 0.0067; number 42, C, carries -0.4453; number 43, O, carries 0.0531; number 44, C, carries -0.0069; number 45, H, carries 0.0770; number 46, H, carries 0.0771; number 47, H, carries 0.0852; number 48, H, carries 0.0850; number 49, H, carries 0.0904; number 50, H, carries 0.0885; number 51, C, carries -0.1487; number 52, O, carries -0.1505; number 53, H, carries 0.0763; number 54, H, carries 0.0641; number 55, H, carries 0.0775; number 56, H, carries 0.0306; number 57, C, carries -0.1469; number 58, O, carries -0.1480; number 59, H, carries 0.0828; number 60, H, carries 0.0738; number 61, H, carries 0.0829; number 62, H, carries 0.0477; number 63, C, carries -0.1493; number 64, O, carries -0.1377; number 65, H, carries 0.0595; number 66, H, carries 0.0791; number 67, H, carries 0.0811; number 68, H, carries 0.0337; number 69, C, carries -0.1429; number 70, O, carries -0.1585; number 71, H, carries 0.0833; number 72, H, carries 0.0829; number 73, H, carries 0.0722; number 74, H, carries 0.0395; number 75, C, carries -0.1296; number 76, O, carries -0.1427; number 77, H, carries 0.0776; number 78, H, carries 0.0810; number 79, H, carries 0.0760; number 80, H, carries 0.0758; number 81, C, carries -0.1892; number 82, O, carries -0.1351; number 83, H, carries 0.0746; number 84, H, carries 0.0677; number 85, H, carries 0.0733; number 86, H, carries 0.0316; number 87, C, carries -0.1334; number 88, O, carries -0.1419; number 89, H, carries 0.0801; number 90, H, carries 0.0674; number 91, H, carries 0.0747; number 92, H, carries 0.0792; number 93, C, carries -0.1576; number 94, O, carries -0.1322; number 95, H, carries 0.0815; number 96, H, carries 0.0758; number 97, H, carries 0.0682; number 98, H, carries 0.0261


Q: Among the records above, which one has the highest orbital gap?
A: C23H62NO9P


Q: Which of these has the highest energy above the lowest of the compared OMol25 structures with the same formula, charge and spin?
A: C23H62NO9P


Q: What is the orbital gap in the first record?
A: 9.335 eV


Q: What is the orbital gap in the first record?
A: 9.335 eV